{"formula": "C12H15F4N2O8PSSr", "method": "the ωB97M-V functional and the def2-TZVPD basis", "species": ["C", "P", "O", "C", "C", "C", "C", "N", "O", "O", "S", "O", "O", "O", "C", "C", "C", "C", "F", "C", "F", "F", "C", "O", "N", "C", "O", "F", "H", "H", "H", "H", "H", "H", "H", "H", "H", "H", "H", "H", "H", "H", "H", "Sr"], "xyz": [[3.151, -0.780, 1.090], [2.652, 1.025, 0.734], [2.936, 1.998, 2.157], [0.734, 1.191, 0.419], [-0.254, 1.019, 1.717], [-0.108, -0.397, 2.527], [-1.592, -1.136, 2.752], [-2.449, -1.496, 1.554], [-2.019, -1.463, 3.987], [0.680, 2.661, 0.116], [1.300, 2.816, -1.501], [2.760, 3.415, -1.566], [0.551, 3.863, -2.415], [1.187, 1.147, -1.970], [0.169, 0.578, -1.026], [-0.208, -1.008, -1.120], [0.563, -1.861, -2.281], [1.486, -3.032, -1.580], [2.944, -3.048, -1.918], [0.985, -4.046, -0.615], [-0.123, -5.004, -0.833], [1.666, -4.091, 0.729], [-1.205, 1.282, -1.669], [-1.349, 1.045, -3.004], [-2.167, 2.157, -0.909], [-3.603, 1.720, -0.999], [-4.197, 1.038, -1.977], [-4.503, 2.157, 0.134], [4.292, -0.908, 0.764], [3.149, -0.946, 2.270], [2.466, -1.593, 0.603], [2.152, 2.620, 2.290], [-0.045, 1.896, 2.479], [-1.382, 1.110, 1.382], [0.368, -0.227, 3.607], [0.556, -1.209, 2.006], [-3.030, -2.334, 1.835], [-3.061, -0.679, 1.340], [-0.054, -1.515, -0.063], [-1.383, -1.074, -1.324], [1.224, -1.240, -3.018], [-0.290, -2.363, -2.948], [-2.048, 3.165, -1.150], [-2.903, 3.547, -2.610]], "forces_ev_per_angstrom": [[0.5, -0.7, 2.0], [1.6, 0.3, -0.1], [-2.6, -1.0, -1.3], [-2.5, -0.6, 1.0], [-0.6, -0.1, 0.0], [-0.6, -0.8, 0.8], [-2.0, -1.3, 5.8], [0.9, 0.5, 1.8], [3.0, 2.0, -7.9], [0.3, -0.5, -3.3], [6.5, 5.7, -1.9], [-6.0, -3.8, 0.9], [-1.0, -4.5, 3.3], [-1.6, 1.7, 1.7], [-0.1, 0.7, 0.9], [-0.3, -0.4, 0.2], [0.0, -1.6, -0.7], [-0.3, -2.1, 0.7], [-4.3, 0.8, 1.9], [1.2, 1.1, -0.3], [3.7, 4.1, 1.5], [-2.2, -1.0, -4.7], [1.4, -2.4, -7.0], [-0.4, 2.7, 8.6], [-2.1, -1.4, 0.2], [-5.4, -3.6, -1.7], [4.7, 5.1, 6.4], [4.0, -1.1, -3.9], [-2.7, 0.4, 0.4], [-0.1, 0.2, -2.5], [1.3, 1.6, 0.7], [1.6, -1.0, -0.1], [-0.4, -1.7, -1.7], [2.2, 0.0, 0.6], [-1.3, -0.4, -2.4], [-1.2, 1.7, 0.8], [0.6, 1.5, -0.2], [0.5, -1.1, 0.4], [-0.2, 1.3, -2.2], [2.6, 0.1, 0.5], [-1.1, -1.1, 1.6], [2.0, 0.9, 1.5], [2.4, -2.6, 5.0], [-1.8, 2.6, -7.1]], "lowdin_charge": [-0.263, 1.010, -0.297, -0.460, -0.115, -0.084, -0.292, 0.057, -0.008, -0.284, 0.915, -0.266, -0.348, -0.197, -0.252, -0.076, -0.071, -0.065, -0.033, -0.002, 0.024, -0.020, -0.192, 0.034, -0.040, -0.303, 0.111, 0.054, 0.092, 0.084, 0.029, 0.072, 0.144, 0.104, 0.156, 0.100, 0.116, 0.068, 0.117, 0.142, 0.142, 0.154, -0.014, 1.952], "gap_ev": 3.41, "charge": 2, "e_homo_ha": -0.5088, "total_energy_ha": -2346.150878}

***

{"formula": "C12H15N2O", "method": "the ωB97M-V functional and the def2-TZVPD basis", "species": ["C", "O", "C", "C", "C", "C", "C", "C", "C", "H", "H", "H", "H", "H", "H", "H", "H", "H", "C", "N", "C", "N", "C", "C", "H", "H", "H", "H", "H", "H"], "xyz": [[0.914, 2.858, -1.425], [1.250, 1.441, -1.274], [1.038, 0.883, -0.104], [1.773, -0.330, 0.161], [2.000, -0.660, 1.529], [2.667, -1.847, 1.822], [3.143, -2.656, 0.769], [3.030, -2.240, -0.559], [2.376, -1.064, -0.892], [1.029, 3.085, -2.479], [-0.133, 3.047, -1.127], [1.627, 3.468, -0.845], [0.681, 1.489, 0.767], [1.601, 0.024, 2.296], [2.798, -2.124, 2.877], [3.646, -3.587, 1.047], [3.474, -2.864, -1.317], [2.288, -0.718, -1.916], [-4.178, -0.779, -0.582], [-3.051, -0.003, -0.091], [-1.762, -0.095, -0.541], [-0.969, 0.707, 0.175], [-1.789, 1.397, 1.057], [-3.083, 0.937, 0.919], [-5.075, -0.487, -0.033], [-4.340, -0.592, -1.648], [-4.013, -1.850, -0.418], [-1.496, -0.772, -1.355], [-1.452, 2.147, 1.759], [-3.994, 1.185, 1.429]], "forces_ev_per_angstrom": [[-0.2, 0.0, 0.3], [-0.6, 0.3, 0.6], [-0.4, 2.0, 1.0], [0.5, -0.6, 0.4], [-0.5, -0.2, -1.1], [-0.1, 0.2, 0.0], [-0.1, 0.6, 0.9], [0.2, -0.2, 0.2], [-0.6, 0.0, 1.1], [0.0, -0.1, 0.0], [0.5, -0.2, 0.0], [-0.4, -0.4, -0.1], [1.9, 0.0, -0.9], [0.3, -0.6, -0.3], [0.1, 0.0, -0.6], [-0.2, 0.3, -0.4], [0.0, 0.0, -0.2], [0.0, -0.1, 0.1], [-0.3, -0.3, -0.2], [1.1, 0.3, -0.1], [-0.8, 0.2, 0.9], [-1.4, -0.8, -1.4], [-0.5, -0.6, 0.0], [1.1, -0.2, -0.6], [0.2, 0.0, -0.1], [0.1, 0.0, 0.2], [0.0, 0.3, 0.0], [0.1, 0.3, 0.4], [0.2, -0.2, -0.2], [0.0, 0.1, 0.0]], "lowdin_charge": [0.015, -0.058, -0.124, -0.182, -0.005, -0.053, -0.041, -0.057, 0.009, 0.099, 0.099, 0.112, 0.138, 0.127, 0.118, 0.119, 0.112, 0.124, -0.001, -0.119, -0.067, 0.028, -0.077, -0.024, 0.099, 0.103, 0.103, 0.159, 0.118, 0.128], "gap_ev": 9.25, "charge": 1, "relative_energy_kj_mol": 85.5, "e_homo_ha": -0.4689, "total_energy_ha": -650.737718}

***

Question: What is the formula in the first record?
Answer: C12H15F4N2O8PSSr